The following is a DFT calculation (wB97M-V/def2-TZVPD) of a 2-piece molecular cluster, CH3O3 overall.

```
7
Properties=species:S:1:pos:R:3:forces:R:3:mulliken_charge:R:1
O -1.27404 -1.62553 -0.33935 0.010 0.313 0.063 -0.690
H -0.46826 -1.05358 -0.36922 0.139 -0.441 -0.133 0.420
O -0.04240 1.04028 1.03348 0.161 0.149 -0.097 -0.632
C 0.57499 0.95434 -0.04660 -0.683 0.558 -0.104 0.045
O 1.05018 -0.05691 -0.59748 0.231 -0.464 -0.163 -0.707
H 0.63456 1.89743 -0.67867 0.168 -0.064 0.375 0.272
H -1.82228 -1.12144 0.26956 -0.026 -0.051 0.060 0.291
```
Positions in Å, forces in eV/Å.

Properties
* gap between HOMO and LUMO: 0.3324 Ha
* HOMO: -4.4 eV
* energy above the lowest of the compared OMol25 structures with the same formula, charge and spin: 0.124 eV
* charge: -1


The following is a DFT calculation (wB97M-V/def2-TZVPD) of an isolated ion of composition CH3O3 and charge +1 at a distorted geometry.

```
7
Properties=species:S:1:pos:R:3:forces:R:3:mulliken_charge:R:1
C 0.79509 -0.03470 -0.03800 3.302 2.010 -0.977 -0.453
O -0.41437 -0.67983 0.01211 0.550 -1.277 -0.096 0.055
O -2.34162 0.71437 0.01014 3.079 -0.109 -0.032 0.019
O -1.69041 -0.33712 -0.01083 -4.335 -0.562 -0.068 0.415
H 0.83583 1.04018 0.08455 -0.807 0.472 -0.741 0.342
H 1.47457 -0.41458 -0.91290 -1.807 0.491 1.172 0.309
H 1.34090 -0.28832 0.85493 0.019 -1.025 0.742 0.313
```
Positions in Å, forces in eV/Å.

Properties
* gap between HOMO and LUMO (alpha / beta): 0.3232 / 0.3588 Ha
* HOMO (alpha / beta): -18.9 / -19.0 eV
* energy above the lowest of the compared OMol25 structures with the same formula, charge and spin: 5.935 eV
* charge: +1


The following is a DFT calculation (wB97M-V/def2-TZVPD) of a 2-piece molecular cluster, CH3O3 overall at a distorted geometry.

```
7
Properties=species:S:1:pos:R:3:forces:R:3:mulliken_charge:R:1
C 1.60806 0.18425 0.00433 3.899 -0.526 0.199 0.179
O -0.88815 0.52656 0.11350 -1.568 2.141 0.763 -0.322
O 2.71776 0.19466 0.06600 -1.018 0.124 -0.229 0.037
O -1.02452 -0.81491 -0.14906 0.341 -2.735 1.104 -0.354
H 0.52790 0.16472 0.06812 -2.017 0.679 0.174 0.678
H -1.50168 0.74719 0.89207 0.922 -0.647 -1.357 0.406
H -1.43938 -1.00247 -0.99496 -0.559 0.964 -0.655 0.375
```
Positions in Å, forces in eV/Å.

Properties
* gap between HOMO and LUMO: 0.4076 Ha
* HOMO: -17.2 eV
* energy above the lowest of the compared OMol25 structures with the same formula, charge and spin: 0.249 eV
* charge: +1


The following is a DFT calculation (wB97M-V/def2-TZVPD) of one molecule with the formula CH3O3P at a distorted geometry.

```
8
Properties=species:S:1:pos:R:3:forces:R:3:lowdin_spin:R:1
C 1.18758 -0.05310 -0.44298 -5.276 -3.579 -0.100 0.586
O -1.59052 -0.65381 -0.83383 0.501 0.944 1.244 0.039
O 2.18122 0.54775 -0.19952 4.825 3.106 1.197 0.915
O -0.73400 1.80330 -0.42298 -0.536 1.632 0.427 0.122
P -0.96983 0.43230 -0.02650 -0.278 -1.855 -0.771 0.107
H 0.76894 -0.78213 0.30199 1.242 -0.478 -0.586 0.107
H 0.73360 -0.10897 -1.41955 0.337 -0.423 -1.022 0.091
H -0.67584 -0.00412 1.31798 -0.816 0.654 -0.390 0.032
```
Positions in Å, forces in eV/Å.

Properties
* gap between HOMO and LUMO (alpha / beta): 0.3330 / 0.2799 Ha
* HOMO (alpha / beta): -8.5 / -11.6 eV
* energy above the lowest of the compared OMol25 structures with the same formula, charge and spin: 0.976 eV
* charge: 0
* multiplicity: 3


The following is a DFT calculation (wB97M-V/def2-TZVPD) of one molecule with the formula CH3O3PS at a distorted geometry.

```
9
Properties=species:S:1:pos:R:3:forces:R:3:mulliken_charge:R:1
C -1.23927 -0.12838 0.06595 1.369 -1.036 -0.327 -0.716
O 0.55558 2.03653 -0.66408 -0.826 -3.442 0.684 -0.580
O 1.41806 -0.65621 -1.05843 -1.830 1.961 0.834 -0.367
O 1.25883 0.19647 1.09770 0.115 -0.127 -0.088 -0.313
P 0.39390 0.60421 -0.21743 2.360 1.335 -0.756 0.929
S 1.98473 -1.18113 0.40887 0.027 -0.014 0.245 0.190
H -1.53494 0.00918 1.13433 0.058 0.390 -1.063 0.326
H -1.82344 0.38067 -0.72627 -0.426 -0.888 0.731 0.280
H -1.01344 -1.26133 -0.04065 -0.847 1.820 -0.260 0.251
```
Positions in Å, forces in eV/Å.

Properties
* gap between HOMO and LUMO: 0.3171 Ha
* HOMO: -9.0 eV
* energy above the lowest of the compared OMol25 structures with the same formula, charge and spin: 0.906 eV
* charge: 0


The following is a DFT calculation (wB97M-V/def2-TZVPD) of one molecule with the formula CH3O3PS at a distorted geometry.

```
9
Properties=species:S:1:pos:R:3:forces:R:3:mulliken_charge:R:1
C -0.96123 0.98031 -1.19632 1.007 -2.837 2.297 0.605
O -0.58840 0.14318 -0.21032 1.923 -1.071 2.517 -0.560
O 0.02437 1.64854 -1.78976 1.066 1.563 -0.077 -0.436
O -2.06004 0.91198 -1.58825 -2.628 1.110 -1.812 -0.472
P -0.28583 -1.00632 1.58055 -0.025 1.229 -2.431 0.420
S 1.64209 -1.70911 1.36681 -1.418 -1.706 -1.049 -0.134
H 2.17458 -0.69640 1.88892 1.336 2.182 1.155 0.160
H 0.69162 2.04226 -1.18519 -0.747 -0.899 -0.301 0.326
H -0.63715 -2.31444 1.13356 -0.514 0.430 -0.299 0.090
```
Positions in Å, forces in eV/Å.

Properties
* gap between HOMO and LUMO: 0.2942 Ha
* HOMO: -9.4 eV
* SMILES string: O=C(O)OPS
* energy above the lowest of the compared OMol25 structures with the same formula, charge and spin: 2.369 eV
* charge: 0